This record from OMol25 describes a molecular structure, C31H27FN6O10SY. The level of theory is ωB97M-V/def2-TZVPD.

The geometry in XYZ format:
```
77
Properties=species:S:1:pos:R:3:forces:R:3
Y -0.476 -2.126 -0.548 0.8 -0.6 -0.2
O 2.401 -3.733 1.780 0.1 -0.1 -0.2
C 1.932 -2.498 1.912 -0.3 0.1 0.5
O 0.755 -2.236 2.025 0.3 0.0 0.2
C 3.037 -1.454 2.084 0.1 0.1 -0.3
O 2.936 -0.377 1.176 -0.1 0.0 0.0
C 3.510 -0.612 -0.101 -0.1 -0.1 0.0
C 2.952 -1.834 -0.857 0.2 -0.2 0.5
O 3.684 -2.384 -1.670 0.0 0.1 -0.2
O 1.780 -2.185 -0.501 0.2 0.2 -0.3
H 1.650 -4.293 1.479 0.0 0.1 0.0
H 4.015 -1.942 2.014 0.0 0.0 0.0
H 2.915 -1.017 3.075 0.0 -0.1 0.1
H 4.597 -0.717 -0.021 0.0 0.0 0.0
H 3.287 0.277 -0.696 0.0 0.0 0.0
N 0.739 -5.140 -3.412 0.1 0.0 0.0
C 0.178 -3.957 -3.042 -0.5 0.2 -0.2
S -1.408 -3.987 -2.379 -0.2 -0.1 -0.1
N 0.859 -2.875 -3.358 0.8 -0.4 -0.4
N 0.450 -1.735 -2.799 -0.2 0.3 -0.4
C 0.870 -0.633 -3.325 0.0 -0.4 -0.1
C 1.682 -0.575 -4.572 0.1 0.0 0.0
C 2.932 -1.186 -4.653 0.0 0.0 0.0
C 3.668 -1.101 -5.826 0.0 0.0 0.0
C 3.166 -0.426 -6.929 0.0 0.0 0.0
C 1.916 0.170 -6.858 0.0 0.0 -0.1
C 1.180 0.098 -5.685 0.0 0.0 0.1
C 0.421 0.617 -2.703 -0.2 0.5 0.1
C 1.015 1.849 -3.012 0.0 -0.1 0.0
C 0.497 3.005 -2.464 -0.1 0.0 0.1
C -0.611 2.918 -1.632 0.1 0.0 -0.1
C -1.112 1.656 -1.355 -0.1 0.1 0.1
N -0.608 0.537 -1.849 0.2 -0.1 -0.4
H 0.295 -5.949 -3.017 0.1 -0.1 0.0
H 1.744 -5.147 -3.496 0.0 0.0 0.0
H 3.316 -1.724 -3.798 0.0 0.0 0.1
H 4.642 -1.575 -5.877 0.0 0.0 0.0
H 3.745 -0.367 -7.843 0.0 0.0 0.0
H 1.510 0.688 -7.719 0.0 0.0 0.0
H 0.202 0.563 -5.625 0.0 0.0 0.0
H 1.871 1.882 -3.671 0.0 0.0 0.0
H 0.939 3.967 -2.691 0.0 0.0 0.0
H -1.067 3.799 -1.201 0.0 0.0 0.0
H -1.971 1.541 -0.703 0.0 0.0 0.0
C -4.944 1.146 4.591 0.1 0.0 -0.1
C -3.927 2.177 4.103 -0.2 0.0 0.2
C -3.222 2.812 5.294 0.1 0.1 -0.2
C -2.173 3.809 4.826 0.0 -0.1 0.0
C -1.185 3.106 3.936 -0.1 0.1 0.1
C 0.130 3.511 3.870 0.0 -0.1 0.0
C 1.025 2.839 3.045 0.0 0.0 0.0
F 2.306 3.265 3.029 0.0 0.0 0.0
C 0.642 1.781 2.272 0.1 0.0 0.0
C -0.696 1.370 2.314 0.0 0.0 0.1
C -1.108 0.273 1.427 -0.3 0.2 0.1
O -0.260 -0.271 0.707 -0.2 0.6 0.4
C -2.515 -0.011 1.428 0.0 -0.2 -0.4
C -3.324 0.636 2.304 0.1 0.1 0.1
N -2.930 1.574 3.196 -0.1 -0.1 -0.1
C -1.614 2.013 3.160 0.3 0.0 -0.1
C -3.229 -0.919 0.403 -0.2 0.4 0.4
O -4.441 -1.045 0.544 0.1 -0.1 -0.1
O -2.499 -1.383 -0.525 -0.8 0.3 0.2
H -5.523 1.580 5.406 0.0 0.0 0.0
H -4.433 0.257 4.962 0.0 0.0 0.0
H -5.642 0.845 3.813 0.0 0.0 0.0
H -4.457 2.964 3.552 0.0 0.0 0.0
H -2.745 2.025 5.885 0.0 0.0 0.0
H -3.970 3.301 5.919 0.0 0.0 0.0
H -1.656 4.257 5.675 0.0 0.0 0.0
H -2.661 4.620 4.275 0.0 0.0 0.0
H 0.473 4.351 4.462 0.0 0.0 0.0
H 1.338 1.240 1.640 0.0 0.0 0.0
H -4.372 0.378 2.263 0.0 0.0 0.0
O 0.104 -4.378 0.354 -0.2 0.1 0.3
N -0.899 -4.456 1.121 0.1 -0.4 0.2
O -1.622 -3.446 1.097 0.0 -0.2 -0.1
```
Positions in Å, forces in eV/Å.

Properties
* LUMO level: 2.0 eV
* gap between HOMO and LUMO: 6.63 eV
* charge: -1

This record from OMol25 describes a molecular structure, C31H27NSTl. The level of theory is ωB97M-V/def2-TZVPD.

The geometry in XYZ format:
```
61
Properties=species:S:1:pos:R:3:forces:R:3
Tl 1.924 -0.322 2.022 0.3 0.7 0.1
C -4.408 -4.080 0.482 0.2 0.1 0.0
C -3.338 -3.043 0.832 -0.2 0.0 0.1
C -3.782 -1.683 0.274 0.0 -0.1 0.1
C -3.206 -2.978 2.358 0.0 0.0 -0.2
C -1.983 -3.343 0.216 0.0 0.0 0.0
C -1.779 -4.357 -0.723 -0.1 -0.1 0.0
C -0.564 -4.529 -1.366 0.0 -0.1 -0.1
C 0.472 -3.668 -1.061 0.2 0.2 0.1
S 2.080 -3.548 -1.717 -0.1 0.2 0.3
C 2.395 -2.177 -0.628 -1.2 -0.7 0.0
N 1.386 -1.888 0.140 0.7 0.3 -0.4
C 0.300 -2.669 -0.084 -0.4 -0.7 -0.4
C -0.924 -2.514 0.546 0.1 -0.1 -0.1
C 3.629 -1.462 -0.616 0.9 1.0 0.4
C 4.633 -1.768 -1.542 -0.2 -0.1 0.1
C 5.804 -1.052 -1.541 0.3 0.0 -0.1
C 5.969 -0.024 -0.619 0.1 0.0 -0.1
C 4.976 0.257 0.295 -0.5 0.2 0.4
C 3.755 -0.430 0.358 0.1 -0.6 -0.4
H -5.345 -3.817 0.972 -0.1 0.0 0.0
H -4.117 -5.072 0.819 0.0 -0.2 0.0
H -4.590 -4.107 -0.590 0.0 -0.1 -0.1
H -4.740 -1.382 0.695 -0.1 0.0 0.1
H -3.879 -1.745 -0.809 0.0 0.0 -0.1
H -3.048 -0.915 0.501 0.0 0.1 0.0
H -4.166 -2.759 2.821 -0.1 0.0 0.0
H -2.506 -2.205 2.657 0.1 0.1 0.1
H -2.844 -3.932 2.739 0.0 -0.1 0.1
H -2.584 -5.031 -0.976 -0.1 0.0 0.0
H -0.448 -5.312 -2.101 0.0 0.0 0.0
H -1.010 -1.717 1.270 -0.1 0.1 0.1
H 4.491 -2.578 -2.248 0.0 0.0 -0.1
H 6.594 -1.277 -2.247 0.0 0.0 0.0
H 6.882 0.559 -0.623 0.1 0.0 0.0
H 5.135 1.065 1.000 0.1 0.1 0.1
C -1.733 6.186 1.461 -0.1 0.2 0.0
C -1.745 5.242 0.447 -0.1 0.1 -0.1
C -0.937 4.124 0.516 0.0 -0.1 0.0
C -0.098 3.910 1.613 -0.2 0.5 0.1
C -0.098 4.878 2.627 0.0 -0.1 -0.1
C -0.899 6.001 2.551 -0.1 0.2 0.0
C 0.694 2.701 1.794 0.4 -0.8 -0.2
C 1.044 1.755 0.899 0.0 0.1 0.7
C 0.841 1.869 -0.529 0.1 -0.3 -0.1
C 1.595 2.757 -1.311 0.1 0.0 0.2
C 1.471 2.777 -2.684 0.0 0.1 -0.2
C 0.585 1.927 -3.326 0.0 0.0 -0.3
C -0.164 1.038 -2.569 -0.1 0.0 -0.3
C -0.028 0.999 -1.200 0.0 0.0 0.2
H -2.371 7.059 1.401 0.0 0.0 0.0
H -2.402 5.384 -0.402 0.0 0.0 -0.1
H -0.969 3.392 -0.276 0.0 0.0 0.0
H 0.542 4.732 3.490 0.0 -0.1 0.0
H -0.885 6.741 3.343 0.0 0.0 0.0
H 0.995 2.558 2.833 0.0 -0.1 0.1
H 2.289 3.425 -0.819 0.1 0.0 0.1
H 2.064 3.465 -3.274 0.1 0.1 0.0
H 0.492 1.944 -4.407 0.0 0.0 0.0
H -0.850 0.360 -3.060 -0.1 -0.1 0.0
H -0.592 0.280 -0.623 -0.1 -0.1 0.1
```
Positions in Å, forces in eV/Å.

Properties
* LUMO level: 2.5 eV
* gap between HOMO and LUMO: 5.72 eV
* charge: -1

This record from OMol25 describes a molecular structure, C31H28B11Br6IN5O4Rb. The level of theory is ωB97M-V/def2-TZVPD.

The geometry in XYZ format:
```
87
Properties=species:S:1:pos:R:3:forces:R:3
Rb -0.132 -0.423 0.535 -0.4 -0.3 0.7
O -7.658 -2.104 3.084 0.1 -0.1 0.2
C -7.113 -2.929 2.382 -0.4 0.2 -0.6
O -7.289 -3.971 1.791 0.1 -0.1 0.3
C -5.596 -2.320 1.957 0.1 0.0 0.1
C -4.881 -2.980 0.987 -0.1 0.0 0.0
C -3.631 -2.449 0.680 0.2 0.1 -0.1
N -3.124 -1.374 1.285 -0.1 -0.1 0.1
C -3.845 -0.776 2.233 0.2 0.1 -0.1
C -5.115 -1.213 2.610 0.0 -0.1 -0.1
C -3.243 0.387 2.954 0.1 -0.2 -0.1
C -4.032 1.462 3.337 -0.1 0.0 0.0
C -3.454 2.485 4.069 0.0 0.0 0.0
C -2.116 2.390 4.400 0.0 0.0 0.0
C -1.408 1.283 3.958 0.0 -0.1 -0.1
N -1.943 0.296 3.243 0.0 0.2 0.0
C -2.788 -3.135 -0.350 0.0 0.1 0.1
C -3.372 -3.751 -1.450 0.0 0.0 0.0
C -2.561 -4.433 -2.340 0.0 0.0 0.0
C -1.199 -4.481 -2.102 0.0 0.0 0.0
C -0.702 -3.814 -0.993 -0.1 0.0 0.1
N -1.471 -3.144 -0.134 0.1 -0.1 -0.1
H -5.256 -3.874 0.517 0.0 0.0 0.0
H -5.675 -0.723 3.389 0.0 0.0 0.0
H -5.073 1.511 3.043 0.0 0.0 0.0
H -4.037 3.348 4.362 0.0 0.0 0.0
H -1.617 3.167 4.963 0.0 0.0 0.0
H -0.350 1.194 4.182 0.0 0.0 0.0
H -4.440 -3.685 -1.613 0.0 0.0 0.0
H -2.988 -4.918 -3.208 0.0 0.0 0.0
H -0.531 -5.016 -2.763 0.0 0.0 0.0
H 0.361 -3.809 -0.780 0.0 0.0 0.0
C 1.616 -2.109 -3.633 0.0 0.0 0.0
C 2.831 -1.662 -2.907 0.1 0.1 0.1
N 3.933 -1.411 -3.581 0.1 0.1 0.4
C 4.968 -0.893 -2.900 0.0 0.0 -0.2
C 4.976 -0.551 -1.530 0.1 -0.1 -0.2
C 6.213 0.073 -0.929 0.1 -0.1 -0.1
O 6.909 -0.804 -0.057 -0.1 0.0 0.0
C 3.879 -0.867 -0.776 -0.1 -0.1 0.1
C 3.854 -0.523 0.674 -0.2 -0.1 -0.2
N 3.463 -1.198 1.674 0.1 -0.2 0.0
C 3.037 -2.540 1.593 0.0 0.0 0.0
C 3.652 -3.480 0.765 0.1 0.0 0.0
C 3.239 -4.800 0.759 0.0 0.0 0.0
C 2.195 -5.205 1.580 0.0 0.0 0.0
C 1.594 -4.292 2.434 0.0 0.0 0.0
C 2.031 -2.976 2.461 0.0 0.1 -0.1
I 1.149 -1.644 3.805 0.0 -0.1 0.0
C 2.729 -1.450 -1.452 0.1 0.2 -0.2
O 1.665 -1.688 -0.872 0.2 -0.3 -0.1
H 1.877 -2.390 -4.649 0.0 0.0 0.0
H 1.128 -2.933 -3.113 0.0 0.0 0.0
H 0.895 -1.285 -3.660 0.0 0.0 0.0
H 5.868 -0.729 -3.483 0.0 0.0 0.0
H 6.910 0.315 -1.728 0.0 0.0 0.0
H 5.958 1.013 -0.431 0.0 0.0 0.0
H 6.355 -1.009 0.705 0.0 0.1 0.0
H 4.234 0.474 0.904 0.0 0.0 0.0
H 4.480 -3.171 0.138 0.0 0.0 0.0
H 3.736 -5.515 0.115 0.0 0.0 0.0
H 1.864 -6.236 1.575 0.0 0.0 0.0
H 0.793 -4.604 3.091 0.0 0.0 0.0
Br 0.666 2.621 1.588 0.0 0.2 0.1
B 0.261 3.779 0.058 0.0 -0.1 -0.1
B 0.151 5.530 0.199 0.0 0.1 0.1
C 0.692 6.097 -1.305 -0.1 -0.1 0.0
B 1.525 4.785 -0.639 0.2 0.1 0.1
B 1.241 4.907 -2.383 0.1 0.0 -0.1
B -0.309 5.728 -2.626 0.0 0.1 -0.1
B -0.981 6.111 -1.030 -0.1 0.2 0.0
B -1.301 4.595 -0.175 0.0 0.1 0.0
Br -2.751 4.401 1.108 0.0 0.0 0.0
B -1.597 4.728 -1.938 0.0 0.0 0.0
Br -3.391 4.713 -2.675 -0.1 0.0 0.0
B -0.210 3.972 -2.783 0.0 0.0 0.0
Br -0.399 3.062 -4.490 0.0 0.0 0.0
B 0.928 3.394 -1.543 -0.1 0.0 0.0
Br 2.032 1.797 -1.802 0.1 0.0 0.0
B -0.834 3.271 -1.267 0.2 0.0 0.1
Br -1.772 1.563 -1.254 -0.3 0.2 -0.3
H 0.328 6.153 1.186 0.0 0.0 0.0
H 1.197 7.050 -1.323 0.0 0.0 0.0
H 2.617 4.907 -0.201 -0.1 0.0 0.0
H 2.151 5.112 -3.110 -0.1 0.0 0.0
H -0.439 6.485 -3.523 0.0 0.0 0.1
H -1.558 7.129 -0.869 0.0 -0.1 0.0
```
Positions in Å, forces in eV/Å.

Properties
* LUMO level (alpha / beta): -2.9 / -3.8 eV
* gap between HOMO and LUMO (alpha / beta): 6.23 / 5.31 eV

So what do the calculations give for max |F|? Going down the list: 1.04; 1.43; 0.84 eV Å⁻¹.